Record 1
Here is 3 unconnected molecules or ions with the total composition C3H14N2O2 from the OMol25 dataset. Energies are from wB97M-V/def2-TZVPD.

The value obtained for the LUMO energy is 0.72 eV. The spin multiplicity is 1. As for the highest occupied orbital energy: -8.86 eV. As for the SMILES: NCCCN.O.O.

Geometry as XYZ:
```
21
Properties=species:S:1:pos:R:3:forces:R:3:lowdin_charge:R:1
N -2.0326 0.1006 -2.6311 -0.0541 -0.5445 -0.2840 -0.0220
N -1.2104 -1.9492 1.4296 0.4735 -0.1178 0.3613 -0.0328
H 0.2286 -1.3127 0.0835 0.1182 -0.1791 -0.5084 0.1075
O 0.5035 0.6924 2.5625 0.2917 0.8112 0.3815 -0.0632
H 0.5854 -0.2655 2.5503 -0.4598 0.2050 -0.6365 0.0137
H 7.3395 1.9457 0.4754 -0.8475 0.5062 -0.2056 0.0471
O 6.5518 2.4918 0.2620 0.6366 -0.5923 0.1990 -0.0777
C -1.0861 0.4263 -1.5451 -1.1237 1.3489 -1.2790 -0.2862
H -2.5074 0.8899 -3.0241 0.0605 0.4884 0.0147 0.0486
H -2.1078 -1.7662 1.8632 0.5217 0.0940 -0.2565 0.0700
H -1.4606 0.7925 0.5705 0.1441 -0.2463 0.3084 0.0864
H 0.1130 1.0651 1.7565 0.2278 -0.9230 0.3415 0.0170
H -2.7686 -0.5459 -2.3889 0.2063 -0.2504 0.2737 0.0515
H -2.5969 -0.3158 -0.2369 -0.3885 0.5574 0.1656 0.0974
H 5.7966 1.8958 0.3475 0.2094 0.0883 0.0090 0.0306
C -1.5595 -0.0079 -0.1566 1.2390 -1.5776 -0.8762 -0.1836
H -0.9951 1.5152 -1.6125 0.1005 0.0264 0.3870 0.1044
C -0.8505 -1.3835 0.1184 -1.9809 0.6099 2.0587 -0.2655
H -0.4785 -2.2969 2.0374 -0.4873 0.2252 -0.2481 0.0559
H -1.3549 -2.0551 -0.5737 0.9779 -0.0291 -0.8775 0.1017
H -0.1095 0.0835 -1.8880 0.1346 -0.5008 0.6715 0.0991
```
Forces are in eV/Å.

---

Record 2
Here is 2 unconnected molecules or ions with the total composition C2H5N2O3 from the OMol25 dataset. Energies are from wB97M-V/def2-TZVPD.

The value obtained for the LUMO energy (alpha / beta) is -5.32 / -6.77 eV. The spin multiplicity is 1. As for the total charge: +1. As for the highest occupied orbital energy (alpha / beta): -15.64 / -14.21 eV.

Geometry as XYZ:
```
12
Properties=species:S:1:pos:R:3:forces:R:3:lowdin_charge:R:1
C -0.3532 0.2235 0.1047 0.6682 -1.8698 0.1436 0.1007
H -1.9310 1.7592 -0.3363 -0.4707 0.5549 0.0132 0.1120
H 1.3634 -1.1138 -0.4951 -1.3952 0.8359 1.4755 0.1539
O -1.1565 2.3449 -0.2502 -1.2314 0.2598 0.0931 0.1097
C 0.4898 -1.0109 0.2862 0.4862 0.3114 -3.1272 0.0073
N -0.1785 1.4560 -0.0214 -0.2964 -1.5047 -0.4874 0.0368
H 0.8433 -0.9652 1.2672 0.8519 -0.0695 1.6530 0.0737
O -4.6226 -0.3749 -0.8243 1.8531 0.3290 0.8512 0.1885
O -2.8356 -0.1083 0.5111 1.0426 0.3118 -0.5659 0.0787
H 0.6670 1.8588 -0.3060 2.1230 0.8483 -0.0423 0.1838
H -0.0047 -1.9783 0.1273 -0.5984 0.5953 0.2112 0.1016
N -3.9523 -0.2520 0.1493 -3.0329 -0.6024 -0.2179 -0.1468
```
Forces are in eV/Å.

---

Record 3
Here is a molecular structure, C23H23IrPSb from the OMol25 dataset. Energies are from wB97M-V/def2-TZVPD.

As for the expectation value of S²: 6.04. The value obtained for the LUMO energy (alpha / beta) is 0.57 / -1.37 eV. The spin multiplicity is 5. As for the highest occupied orbital energy (alpha / beta): -5.16 / -7.46 eV.

Geometry as XYZ:
```
49
Properties=species:S:1:pos:R:3:forces:R:3:lowdin_spin:R:1
C 2.2047 -2.3666 -1.7762 1.8690 -2.9246 0.2942 0.6013
Sb 0.0147 -0.1394 0.0474 -0.5437 -0.3274 0.6260 0.1895
H -1.0386 1.1721 -2.7066 0.1678 0.2941 0.2793 0.0141
H 2.2944 -1.6647 1.5702 -0.0155 0.2908 0.1149 0.0019
H -1.4564 2.2397 1.4584 0.0855 0.0990 -0.2860 0.0010
C -2.7390 -1.3865 0.6974 -0.2307 -0.0680 0.4657 0.0068
H -4.4454 -2.2182 3.5429 0.2967 0.1214 -0.2373 0.0002
H 2.8527 3.0370 3.1395 0.0126 -0.2941 -0.0687 0.0002
H -2.8822 -1.2929 -0.3818 0.0099 0.0010 0.3014 0.0011
C -1.5057 -1.0792 1.2780 0.3534 0.5461 0.0287 0.0525
H 1.0950 2.4927 1.4683 0.1491 -0.2208 0.1744 0.0007
C -3.6154 -1.9055 2.9031 0.2255 0.0918 -0.1377 0.0037
H -0.3355 -0.9640 3.1003 -0.2553 -0.0305 -0.1065 0.0009
P 2.2189 0.9669 -2.6071 0.3333 0.4750 -0.1424 0.3126
H -1.7262 3.4655 -3.3684 -0.0760 -0.0901 0.3365 0.0004
H -4.7724 -2.0150 1.0725 0.2483 0.0306 0.1464 0.0001
C -3.8020 -1.7928 1.5181 0.3851 0.0046 0.0435 0.0007
H -1.4662 -3.2895 -3.4278 0.3099 -0.1472 -0.0053 0.0097
C -1.0809 1.6116 -0.5862 0.0216 -0.1183 0.9781 0.0320
H 0.5086 -4.6284 -3.6807 0.1247 0.2721 0.0577 0.0167
H -2.3011 5.1543 -1.6176 0.0991 -0.3386 0.1116 0.0000
C -1.9914 4.1471 -1.3285 0.1288 -0.2487 0.1997 0.0003
H 4.0548 -1.1147 3.2430 -0.1729 0.2471 -0.1084 0.0000
C 2.4042 -0.6378 1.9298 0.1801 0.1995 0.3028 0.0079
C 0.6389 -3.6578 -3.1955 0.8845 -1.0726 -0.2736 0.3451
C 1.9116 -3.3854 -2.6621 0.9352 -0.5788 0.5585 0.1008
H -2.2149 -1.7046 4.5464 -0.0870 0.0044 -0.2608 0.0003
H -2.2197 4.5076 0.7963 0.0580 -0.1662 -0.2298 0.0003
C -1.3029 -1.2042 2.6554 -0.5554 -0.1214 0.0283 0.0093
C 3.4015 -0.3262 2.8649 -0.1793 0.2243 -0.1535 0.0003
H 1.4733 2.1632 -2.8511 0.5893 -0.0843 0.0279 0.0493
H -1.4258 -0.8899 -3.0831 0.0344 -0.4834 0.1187 0.0464
C -1.2537 1.9171 -1.9356 0.2057 0.4263 -0.1219 0.0196
H 2.9573 0.8188 -3.8233 -0.1154 0.3960 0.4935 0.0275
C 2.7255 2.0053 2.8068 0.1044 -0.1477 -0.0963 0.0018
C 1.7303 1.7005 1.8703 0.4246 -0.1483 0.4711 0.0074
C 3.5561 0.9943 3.3096 -0.2385 -0.0539 -0.2097 0.0032
H 3.0927 -2.3636 -1.1351 0.1036 -0.1310 -0.5469 0.0596
C -2.3664 -1.6165 3.4702 -0.0250 -0.0763 -0.3148 0.0017
H 2.7267 -4.0689 -2.9219 -0.3151 -0.2129 0.1488 0.0068
C 1.5598 0.3743 1.4687 -0.7545 0.4945 -0.2046 0.0450
H 3.2185 1.4143 -1.6828 -0.1950 0.2392 -0.5457 0.0468
C -1.6650 3.2047 -2.3092 -0.1798 -0.1812 0.2368 0.0020
Ir 1.0797 -0.8890 -2.0911 0.7540 3.5694 0.6077 1.3299
C -0.5016 -2.8414 -3.1593 -2.0658 1.8140 -0.0623 0.1589
C -1.4876 2.5135 0.4008 -0.1098 0.6798 -0.4010 0.0052
C -1.9302 3.7900 0.0270 -0.0660 -0.1239 -0.1559 0.0027
H 4.3293 1.2382 4.0419 -0.2594 -0.0884 -0.2416 0.0002
C -0.5228 -1.4860 -2.8962 -2.6543 -2.0421 -2.2414 0.4752
```
Forces are in eV/Å.

---

Record 4
Here is 2 unconnected molecules or ions with the total composition C2H7IN3S from the OMol25 dataset. Energies are from wB97M-V/def2-TZVPD.

The value obtained for the LUMO energy is -4.65 eV. The spin multiplicity is 1. As for the total charge: +1. As for the highest occupied orbital energy: -13.29 eV.

Geometry as XYZ:
```
14
Properties=species:S:1:pos:R:3:forces:R:3:lowdin_charge:R:1
H -1.6497 0.0437 -1.6497 -0.4440 1.5167 -0.4952 -0.0318
H -0.9053 -2.2981 1.3910 -0.0180 -2.3860 0.4102 -0.0222
N -1.5919 -0.9197 -1.4631 -0.8223 -2.0183 0.1396 -0.5099
I -3.1591 -1.4612 -0.1956 0.5149 0.4215 -0.8957 0.9616
H -0.9614 -0.5783 1.8159 -1.0891 1.8131 1.7989 -0.0034
N 2.3784 1.2901 0.1571 1.6645 3.6735 -0.4127 0.1220
H -1.6727 -1.4694 -2.3265 -0.0768 0.3839 0.3243 0.0225
C 1.0989 1.6583 0.1848 -0.3482 0.1707 0.1713 -0.2917
H 2.6293 0.3397 0.2358 0.4048 -0.9173 0.0476 0.0665
H 3.1633 2.0116 0.0488 -1.7631 -1.6690 0.3138 0.1706
C -0.5480 -1.3434 1.2857 1.2983 0.4194 -1.5001 -0.3845
S 0.3235 -0.8268 0.0526 0.6466 -0.2509 0.4862 1.0143
H 0.7576 2.7633 0.2256 1.0497 -1.8883 -0.1885 0.1766
N 0.1371 0.7902 0.2377 -1.0173 0.7310 -0.1996 -0.2906
```
Forces are in eV/Å.

---

Record 5
Here is 7 unconnected molecules or ions with the total composition H13O6S from the OMol25 dataset. Energies are from wB97M-V/def2-TZVPD.

The value obtained for the LUMO energy is 3.33 eV. The spin multiplicity is 1. As for the total charge: -1. As for the highest occupied orbital energy: -4.37 eV.

Geometry as XYZ:
```
20
Properties=species:S:1:pos:R:3:forces:R:3:lowdin_charge:R:1
H 0.2148 1.6907 -1.3554 -0.7509 -0.5187 -0.3838 -0.0283
H -0.4347 -2.3205 -2.0839 0.3202 -0.5365 -0.3360 0.0087
O -2.3207 0.8020 0.6999 -0.5087 0.4382 -0.5999 -0.1019
O 1.8830 1.9305 -1.2743 0.3943 0.5905 0.2313 -0.1234
H -1.8093 1.5589 1.0435 0.2677 -0.7269 0.3144 -0.0148
H 1.0730 1.0813 2.8192 0.0182 0.3316 -0.2661 -0.3791
H -0.5561 -0.8994 -2.2848 0.3767 0.6361 -0.7563 0.0062
H -2.2112 0.0452 1.2747 0.3428 0.2218 0.4113 0.0197
H 1.8391 -0.8469 1.2508 -0.6434 0.3776 0.2620 0.0211
O -0.2337 -1.6756 -2.7779 -0.5918 0.0576 1.0929 -0.0795
H 0.0198 -2.2361 0.8156 -0.4691 -1.1837 -0.6572 -0.0063
S 0.8819 1.8288 1.7038 -0.1860 -0.3923 0.3562 0.0097
H 2.1581 1.1169 -0.8382 -0.0575 -0.0811 0.0500 0.0192
O -0.6742 1.4020 -1.6847 0.0216 -0.1022 -0.0567 -0.1111
O 1.2827 -1.5126 1.6820 0.3839 -0.8509 0.0203 -0.0931
O -0.8311 -2.6309 0.4725 0.5207 0.9210 0.1384 -0.0913
H 0.4136 -1.1336 1.8461 0.4930 1.0944 0.3506 0.0039
H -1.2383 -1.8316 0.1138 -0.3115 -0.1864 -0.1444 0.0099
H -1.2013 1.1236 -0.9245 0.1305 0.1419 0.1156 -0.0281
H 1.7447 2.5073 -0.4982 0.2494 -0.2319 -0.1424 -0.0414
```
Forces are in eV/Å.

---

Record 6
Here is a gas-phase ion, C7H6NO5P (charge -2) from the OMol25 dataset. Energies are from wB97M-V/def2-TZVPD.

The value obtained for the LUMO energy is 5.76 eV. The spin multiplicity is 1. As for the total charge: -2. As for the highest occupied orbital energy: -0.49 eV. As for the SMILES: O=[N+]([O-])[C@H](c1ccccc1)P(=O)([O-])[O-].

Geometry as XYZ:
```
20
Properties=species:S:1:pos:R:3:forces:R:3:lowdin_charge:R:1
O -3.6273 -0.5196 -0.0338 0.8034 -0.6086 0.0927 -0.4399
N -1.5617 1.8110 -0.7841 -0.1851 2.2428 0.3539 -0.4499
H -1.6499 0.9352 1.0713 0.4814 -0.1737 -1.8181 0.1428
O -2.5890 2.4165 -0.3873 0.6338 0.2546 -1.1075 -0.0452
H 1.8551 -1.2118 2.7374 -0.4401 -0.2628 -0.3191 0.0772
O -0.9042 2.1220 -1.7843 -0.4168 0.0328 0.1984 -0.0144
P -2.3596 -0.7505 -0.8333 -1.3047 -0.0722 -1.2296 0.1664
O -1.4335 -1.9052 -0.5715 -0.3026 -0.1696 0.5285 -0.4094
C 0.3406 -0.3618 1.3524 2.6336 -0.7758 0.7319 -0.0488
C 0.1259 0.2210 0.1174 2.5097 0.5532 -0.8678 -0.2375
H -0.5314 -0.3002 1.9867 0.3543 -0.5184 0.6189 0.1004
C 1.2264 0.2220 -0.8294 -0.3632 -0.8697 1.4346 0.0136
H 3.6974 -1.1729 1.0734 -0.5845 -0.1085 0.1125 0.0808
C 2.6749 -0.8543 0.8137 1.0557 0.3792 1.0254 -0.1857
H 3.1738 -0.4013 -1.1440 2.0588 0.0650 -1.6949 0.0484
H 0.9947 0.3322 -1.8887 0.2336 0.6234 0.3660 0.1048
C 2.5051 -0.2243 -0.3883 -3.8721 -0.0857 -0.8995 -0.1365
O -2.4041 -0.2662 -2.2668 0.1111 -0.2986 0.5259 -0.4172
C 1.6289 -0.9084 1.7095 -1.8420 0.9646 0.4392 -0.1002
C -1.1621 0.8164 0.0496 -1.5644 -1.1719 1.5088 -0.2497
```
Forces are in eV/Å.

---

Record 7
Here is a molecular structure, C5H6O2 from the OMol25 dataset. Energies are from wB97M-V/def2-TZVPD.

The value obtained for the LUMO energy is 0.78 eV. The spin multiplicity is 1. As for the highest occupied orbital energy: -9.05 eV.

Geometry as XYZ:
```
13
Properties=species:S:1:pos:R:3:forces:R:3:lowdin_charge:R:1
C -0.1549 1.3983 0.5930 -0.1324 0.0347 0.1298 -0.0292
O -1.6051 -2.7405 -0.4028 0.1255 0.1423 0.0524 -0.1103
C 0.0557 1.1670 -0.8399 -0.4287 0.2262 -0.1663 -0.2396
C 0.8837 0.6452 1.1225 -0.0051 -0.0381 0.2054 -0.0250
H -1.0631 1.7181 1.0883 0.2314 0.0570 -0.0492 0.1429
H -0.6293 1.5284 -1.5985 0.2081 -0.0433 0.0515 0.1565
H -1.1161 -1.9073 -0.2295 -0.0773 -0.1503 -0.0159 -0.0477
O 1.4428 1.0972 -1.1266 -0.0374 0.0182 -0.0089 -0.0046
H 2.2884 -0.6131 -0.1032 -0.1216 0.1662 -0.0689 0.1581
C 1.4836 0.1139 -0.1043 0.3938 -0.2267 0.1786 -0.2364
H -2.5244 -2.4677 -0.4351 -0.0945 -0.0370 -0.0122 0.0142
C -0.0498 -0.2050 -0.0929 -0.0256 -0.2325 -0.1964 0.0781
H 0.9885 0.2654 2.1289 -0.0363 0.0833 -0.1000 0.1429
```
Forces are in eV/Å.